(1)
ORCA calculation (the ωB97M-V functional and the def2-TZVPD basis) on an isolated ion of composition C5H15N2 and charge +1 in a non-equilibrium geometry.

Values from the calculation:
Total charge: +1
Spin multiplicity: 1
SMILES: CCC[C@H]([NH3+])CN
Kohn-Sham gap: 10.8 eV
E_LUMO: -0.122 Ha
E_HOMO: -14.09 eV

Last column: natural (NBO) charge in e.
Atoms and positions in Å:
H  -2.645  -0.795  1.234  0.394
N  -2.254  0.140  1.220  -0.877
H  -2.957  0.798  1.532  0.388
C  1.425  -1.464  -0.731  -0.399
C  0.332  -0.886  0.206  -0.438
N  0.232  1.468  0.886  -0.678
H  2.984  0.116  -0.955  0.203
H  -2.048  -0.240  -0.857  0.222
H  1.661  0.174  -2.130  0.194
H  0.082  0.827  -1.111  0.233
H  0.784  -0.860  1.200  0.213
H  2.867  -1.078  -2.225  0.246
H  2.050  -2.142  -0.158  0.226
H  1.247  1.454  1.025  0.442
C  2.275  -0.488  -1.525  -0.623
H  -0.228  1.267  1.782  0.457
H  0.942  -2.118  -1.452  0.214
C  -0.247  0.473  -0.138  -0.056
H  -0.423  -1.657  0.385  0.242
H  -2.200  1.397  -0.543  0.216
H  -0.002  2.431  0.628  0.436
C  -1.764  0.499  -0.106  -0.254

Force components x, y, z for each atom (eV/Å):
H 0.001 0.186 0.127
N 0.049 0.592 -0.086
H -0.086 -0.250 0.060
C -0.544 -0.052 -0.208
C 1.005 -0.801 0.614
N 0.398 0.722 0.068
H -0.117 -0.020 0.212
H -0.080 -0.239 0.018
H 0.036 0.101 -0.130
H 0.183 0.084 0.035
H 0.069 0.410 0.181
H 0.081 0.164 -0.008
H 0.127 0.058 0.209
H -0.120 -0.236 -0.035
C 0.204 -0.177 -0.171
H -0.138 -0.237 -0.019
H -0.178 -0.013 -0.193
C -0.392 -0.040 -0.101
H -0.245 0.309 -0.439
H 0.143 0.456 0.517
H -0.117 -0.095 -0.032
C -0.279 -0.922 -0.619

=====

(2)
ORCA calculation (the ωB97M-V functional and the def2-TZVPD basis) on an isolated ion of composition C5H15N2 and charge +1 in a non-equilibrium geometry.

Values from the calculation:
Total charge: +1
Spin multiplicity: 1
SMILES: CNCCCC[NH3+]
Kohn-Sham gap: 8.9 eV
E_LUMO: -0.134 Ha
E_HOMO: -12.54 eV

Last column: natural (NBO) charge in e.
Atoms and positions in Å:
H  2.052  0.584  0.078  0.190
C  0.158  0.950  -0.853  -0.223
H  -1.733  1.185  -2.567  0.182
C  1.059  0.930  0.372  -0.417
H  0.507  1.721  -1.535  0.203
C  0.552  0.073  1.514  -0.443
H  -2.454  -0.164  -1.710  0.188
H  -1.368  2.073  -0.194  0.365
H  0.246  0.000  -1.402  0.155
H  -0.200  -1.930  1.927  0.234
H  1.036  -3.070  0.409  0.448
C  0.140  -1.310  1.105  -0.218
H  2.152  -1.995  0.981  0.439
H  1.267  1.938  0.749  0.241
N  -1.239  1.106  -0.475  -0.645
H  1.507  -1.694  -0.465  0.443
C  -2.152  0.890  -1.604  -0.422
N  1.278  -2.078  0.453  -0.677
H  -0.353  0.531  1.937  0.264
H  -3.087  1.400  -1.408  0.221
H  -0.646  -1.265  0.358  0.244
H  1.275  0.126  2.330  0.228

Force components x, y, z for each atom (eV/Å):
H 0.178 -0.053 -0.191
C -0.144 -0.315 0.185
H -0.055 0.304 -0.053
C 0.550 0.208 -0.057
H 0.073 0.141 -0.286
C -0.461 0.707 0.541
H 0.387 0.100 0.188
H 0.017 -0.091 0.235
H -0.045 0.051 -0.004
H 0.022 0.027 0.165
H 0.143 0.101 -0.373
C 0.033 -0.173 0.003
H -0.204 -0.057 0.224
H -0.306 -0.083 -0.057
N -0.122 0.257 -0.375
H -0.284 -0.235 -0.150
C -0.254 -0.713 0.033
N 0.425 0.118 0.290
H 0.106 -0.149 -0.192
H -0.043 0.321 -0.111
H -0.118 0.028 -0.040
H 0.102 -0.494 0.023

=====

(3)
ORCA calculation (the ωB97M-V functional and the def2-TZVPD basis) on a 2-piece molecular cluster, C5H15N2 overall in a non-equilibrium geometry.

Values from the calculation:
Total charge: +2
Spin multiplicity: 2
Kohn-Sham gap (spin up / spin down): 11.6 / 8.4 eV
E_LUMO (spin up / spin down): -0.308 / -0.452 Ha
E_HOMO (spin up / spin down): -20.01 / -20.70 eV

Last column: natural (NBO) charge in e.
Atoms and positions in Å:
H  0.316  2.540  1.941  0.263
H  -1.682  -0.449  2.380  0.257
H  -1.718  1.262  2.768  0.261
C  -0.090  -2.214  -1.565  -0.723
H  2.306  -2.105  -0.249  0.254
H  -0.421  0.344  -2.356  0.452
H  -0.187  -2.397  -2.710  0.328
H  -2.515  0.876  1.259  0.250
H  0.321  0.116  1.512  0.422
C  1.962  -1.154  -0.615  -0.116
C  -1.679  0.550  1.903  -0.449
H  -1.059  -2.081  -1.070  0.287
C  0.059  2.144  0.957  -0.409
C  0.759  -1.056  -1.299  0.350
H  0.952  2.143  0.324  0.213
H  -0.482  0.389  0.081  0.444
H  0.450  -3.063  -1.108  0.273
H  2.575  -0.307  -0.329  0.232
N  -0.410  0.723  1.130  -0.531
N  0.239  0.267  -1.585  -0.730
H  -0.754  2.612  0.403  0.241
H  1.058  0.862  -1.773  0.432

Force components x, y, z for each atom (eV/Å):
H -0.370 0.310 -0.270
H -0.472 0.401 -0.861
H 0.476 -0.437 -0.775
C 0.784 -1.039 -0.932
H 0.081 -0.393 -0.149
H -0.346 -0.231 0.149
H -0.108 0.329 1.839
H 0.264 -0.859 0.304
H -0.087 0.400 0.313
C 0.810 0.322 0.569
C -0.378 0.910 1.151
H -0.124 -0.138 -0.418
C 0.111 -0.599 0.041
C -2.386 2.951 -1.139
H -0.117 0.007 0.209
H -0.347 0.616 2.568
H -0.713 0.020 -0.459
H -0.058 0.189 -0.218
N 0.334 -0.711 -2.080
N 3.127 -3.019 -0.645
H 0.150 0.554 0.479
H -0.632 0.416 0.325

=====

(4)
ORCA calculation (the ωB97M-V functional and the def2-TZVPD basis) on a 2-piece molecular cluster, C5H15N2O overall in a non-equilibrium geometry.

Values from the calculation:
Total charge: +1
Spin multiplicity: 1
Kohn-Sham gap: 9.5 eV
E_LUMO: -0.116 Ha
E_HOMO: -12.65 eV

Last column: natural (NBO) charge in e.
Atoms and positions in Å:
H  -0.420  -0.343  3.659  0.537
H  -0.996  -1.872  3.134  0.504
H  1.691  1.742  -2.296  0.227
H  2.289  2.124  -0.861  0.236
C  0.668  -1.713  -0.363  -0.411
H  -1.742  -1.213  1.363  0.441
H  0.479  -2.713  -0.680  0.230
C  1.734  1.349  -1.305  -0.648
H  -1.583  -2.255  0.076  0.438
H  2.378  0.434  -1.439  0.222
C  -0.099  -0.797  0.188  0.224
N  -1.550  -1.303  0.413  -0.708
H  1.060  0.625  1.091  0.256
N  -0.727  1.052  -1.743  -0.891
H  -1.666  1.364  -1.526  0.381
C  0.300  1.435  -0.801  -0.035
H  0.178  2.535  -0.476  0.194
H  -2.210  -0.652  -0.083  0.441
H  1.728  -1.449  -0.475  0.241
C  0.156  0.662  0.501  -0.495
H  -0.563  1.224  1.199  0.237
O  -0.641  -1.050  3.074  -1.020
H  -0.463  0.814  -2.652  0.399

Force components x, y, z for each atom (eV/Å):
H -0.412 -0.625 1.439
H -1.255 -3.161 2.346
H -0.023 0.190 -1.154
H 0.971 0.581 1.202
C 2.049 1.194 0.415
H -0.331 0.039 2.495
H -0.770 -0.484 0.029
C -0.006 -0.501 -1.822
H -0.493 -0.210 -0.077
H -1.233 0.514 0.760
C -1.870 -0.706 0.131
N 1.014 2.035 -2.847
H 0.560 0.420 0.007
N -0.335 -0.115 2.116
H 0.429 0.191 -0.716
C 0.281 1.449 0.944
H 0.115 -1.384 -0.735
H 0.647 -1.014 0.112
H -0.522 -0.048 -0.073
C -0.811 -0.432 1.317
H 0.393 -1.491 -1.009
O 1.551 3.580 -3.498
H 0.051 -0.023 -1.382

=====

(5)
ORCA calculation (the ωB97M-V functional and the def2-TZVPD basis) on a 2-piece molecular cluster, C5H15N2O overall in a non-equilibrium geometry.

Values from the calculation:
Total charge: +1
Spin multiplicity: 1
Kohn-Sham gap: 6.9 eV
E_LUMO: -0.133 Ha
E_HOMO: -10.48 eV

Last column: natural (NBO) charge in e.
Atoms and positions in Å:
O  0.892  -3.982  0.714  -0.979
H  0.252  -4.447  1.236  0.494
H  0.605  2.434  0.681  0.239
C  -0.329  -0.266  0.107  -0.113
H  -0.682  2.010  -0.459  0.260
C  0.811  0.619  -0.422  -0.449
H  0.288  -2.164  -0.259  0.281
H  1.638  2.347  -1.973  0.454
C  0.398  2.124  -0.340  -0.271
H  -0.437  0.672  2.082  0.203
H  1.101  0.196  -1.381  0.227
N  -2.262  -0.164  1.417  -0.804
H  -1.324  -2.225  -0.396  0.234
N  1.095  2.946  -1.349  -0.682
H  1.592  3.815  -1.110  0.452
H  1.654  0.550  0.284  0.222
C  -0.913  0.136  1.285  -0.004
H  -0.663  -1.466  -1.714  0.219
H  -2.647  -0.264  2.351  0.377
H  1.820  -4.016  0.939  0.494
C  -0.510  -1.515  -0.634  -0.696
H  -2.785  -0.811  0.855  0.394
H  0.407  3.470  -1.914  0.446

Force components x, y, z for each atom (eV/Å):
O -0.132 1.140 -1.507
H 0.465 -0.600 0.841
H 0.045 0.507 -0.279
C 0.764 2.362 1.675
H -0.005 1.210 -0.472
C 0.600 -0.309 1.915
H 0.515 0.058 -1.028
H 0.227 0.245 -0.014
C -0.484 -2.502 0.813
H -0.054 0.736 0.013
H 0.141 0.556 -0.366
N -0.827 -0.035 2.477
H -0.330 0.920 0.606
N -0.955 2.027 -1.393
H 0.832 -0.895 0.995
H 0.269 -0.355 -0.543
C -1.146 -2.010 -3.155
H 0.836 0.284 -0.097
H 0.387 0.266 0.071
H -0.244 -0.675 0.773
C -1.351 -1.880 -0.137
H 0.718 -0.049 -0.831
H -0.270 -1.003 -0.359

=====

(6)
ORCA calculation (the ωB97M-V functional and the def2-TZVPD basis) on a 2-piece molecular cluster, C5H15N2O overall in a non-equilibrium geometry.

Values from the calculation:
Total charge: +1
Spin multiplicity: 1
Kohn-Sham gap: 9.2 eV
E_LUMO: -0.116 Ha
E_HOMO: -12.39 eV

Last column: natural (NBO) charge in e.
Atoms and positions in Å:
H  3.640  0.753  1.032  0.491
H  1.681  -0.874  0.444  0.466
O  3.355  0.355  0.193  -0.975
C  -0.007  -0.890  -1.761  0.041
N  0.786  -1.400  0.469  -0.705
H  2.026  -1.317  -1.922  0.388
H  -0.824  -0.637  -2.421  0.232
H  -0.551  1.574  0.130  0.207
H  1.199  -1.199  -3.404  0.420
H  1.040  -2.337  0.148  0.434
H  -2.296  -0.163  -0.462  0.246
C  -1.124  1.017  0.878  -0.398
H  0.438  -1.467  1.425  0.445
N  1.166  -1.107  -2.400  -0.795
H  -3.229  1.217  1.429  0.215
H  -2.585  2.603  0.583  0.221
C  -2.341  1.833  1.326  -0.622
H  3.776  0.970  -0.423  0.498
H  -2.151  2.456  2.201  0.229
C  -1.481  -0.342  0.235  -0.426
H  -1.781  -1.031  1.024  0.206
C  -0.286  -0.920  -0.460  -0.004
H  -0.449  0.906  1.738  0.186

Force components x, y, z for each atom (eV/Å):
H -0.206 -0.403 0.011
H -0.344 0.425 0.133
O 0.215 0.494 0.409
C -0.284 0.179 -0.300
N 0.487 -0.231 -0.709
H -0.072 0.062 -0.034
H -0.105 0.178 -0.011
H -0.046 0.079 0.092
H -0.127 0.014 0.251
H -0.027 -0.216 0.316
H -0.046 -0.345 -0.097
C 0.195 0.299 0.082
H 0.075 0.069 -0.024
N 0.552 -0.395 -0.156
H -0.082 -0.049 0.400
H -0.049 -0.384 -0.197
C 0.055 0.813 -0.657
H -0.248 -0.295 -0.353
H -0.043 -0.531 0.297
C 0.716 0.377 0.444
H -0.531 -0.101 -0.039
C -0.047 0.240 0.277
H -0.037 -0.278 -0.137

=====

E_tot values, unit eV, following the record order: -8402.14543; -8401.82623; -8388.99809; -10447.58117; -10447.26888; -10449.45441.